[1]
This record from OMol25 describes a 3-piece molecular cluster, C27H51BrCl3N3O11P3 overall at a distorted geometry. The level of theory is the ωB97M-V functional and the def2-TZVPD basis.

The geometry in XYZ format:
```
99
Properties=species:S:1:pos:R:3:forces:R:3
C 1.289 -4.789 -0.297 0.84 0.86 -0.27
C 0.913 -3.232 -0.182 -0.52 2.32 0.40
C 2.088 -2.282 0.272 -2.90 1.84 -0.70
C 1.903 -0.748 0.393 -3.24 -2.94 -1.07
C 0.468 -0.168 0.088 0.85 -3.75 -0.43
C -0.681 -1.113 -0.356 2.87 -0.61 0.68
C -0.509 -2.672 -0.514 3.10 2.44 1.08
C -1.718 -3.591 -1.020 0.89 0.18 0.13
C -2.768 -3.988 0.146 0.03 0.21 -0.93
N -2.322 -3.595 1.521 -4.96 -1.60 0.82
C -3.439 -3.830 2.408 2.17 -0.27 0.02
N -3.256 -3.425 3.706 0.36 -0.38 -0.22
N -4.719 -4.463 2.092 1.73 1.43 -1.02
Br -4.876 -6.235 2.576 0.21 -0.30 0.65
C -5.361 -4.034 0.828 -0.44 2.04 -0.10
C -6.558 -3.016 1.281 -1.01 -0.22 0.03
Cl -7.771 -3.864 2.421 1.54 0.53 -0.36
C -7.427 -2.443 0.051 1.28 1.85 0.06
C -7.813 -0.902 0.360 -0.45 0.15 -0.18
Cl -8.989 -3.346 -0.283 1.33 0.56 -0.22
P -5.989 -5.437 -0.306 0.23 -4.90 -3.70
O -4.851 -6.408 -0.729 -2.72 2.96 2.05
O -6.574 -4.816 -1.810 0.53 -0.31 2.71
O -7.341 -6.272 0.348 1.95 2.40 -1.77
C -4.223 -3.290 -0.061 0.11 -1.70 -1.91
Cl -4.202 -1.471 0.104 0.11 -1.28 0.17
H 0.445 -5.434 -0.713 1.21 0.90 0.71
H 2.187 -4.841 -1.027 -1.57 -0.08 1.06
H 1.702 -5.213 0.697 -0.96 0.73 -1.52
H 3.121 -2.740 0.498 -1.92 0.75 -0.46
H 2.784 -0.090 0.698 -1.54 -1.01 -0.52
H 0.300 0.957 0.164 0.15 -1.85 -0.14
H -1.686 -0.603 -0.582 1.75 -1.07 0.32
H -2.266 -3.078 -1.882 0.71 -0.56 1.31
H -1.288 -4.569 -1.463 -0.75 1.66 0.81
H -2.831 -5.137 0.137 -0.60 1.69 -0.16
H -1.465 -4.082 1.827 -0.24 1.08 0.38
H -3.261 -4.114 4.473 -0.85 0.77 -0.52
H -3.143 -2.418 3.928 0.66 -1.24 -0.43
H -6.156 -2.148 1.929 -0.40 -1.59 -1.33
H -6.726 -2.443 -0.870 -1.57 -0.31 1.28
H -8.857 -0.877 0.826 1.49 0.01 -0.68
H -7.099 -0.399 1.096 -0.79 -0.86 -1.03
H -7.817 -0.255 -0.599 -0.07 -1.28 1.52
H -6.489 -5.513 -2.503 0.26 0.39 0.87
H -8.138 -6.008 -0.188 0.83 -0.14 0.75
H -4.477 -3.504 -1.170 0.36 0.57 1.82
O 4.097 0.795 -5.728 -0.39 4.22 0.82
P 4.672 1.181 -4.362 2.22 -8.73 1.41
O 6.154 0.451 -4.550 -0.09 1.37 -0.27
C 6.911 0.628 -5.740 0.46 -0.16 -0.31
C 8.005 1.655 -5.528 0.04 0.11 0.09
O 3.929 -0.017 -3.496 -0.31 1.42 0.33
C 2.652 -0.503 -3.890 -0.22 -0.33 -0.19
C 2.809 -1.815 -4.635 0.13 -0.18 -0.05
O 5.231 1.725 -2.837 -1.97 2.13 -1.98
C 6.030 2.896 -2.775 0.43 0.39 0.24
C 5.442 4.053 -3.555 -0.10 0.00 0.04
H 6.289 0.920 -6.589 -0.15 -0.12 0.14
H 7.363 -0.338 -5.981 -0.11 -0.01 0.07
H 7.576 2.652 -5.393 0.03 0.02 -0.06
H 8.677 1.691 -6.389 -0.05 0.00 0.06
H 8.590 1.425 -4.633 0.00 -0.06 -0.11
H 2.114 0.235 -4.489 0.13 -0.11 -0.06
H 2.065 -0.664 -2.981 0.15 0.05 0.08
H 3.481 -1.716 -5.491 -0.16 0.16 0.02
H 1.842 -2.183 -4.989 0.03 0.02 0.03
H 3.251 -2.570 -3.978 -0.10 0.06 0.02
H 7.044 2.664 -3.106 -0.01 -0.04 -0.14
H 6.101 3.176 -1.721 -0.11 -0.18 0.00
H 5.398 3.829 -4.626 0.10 -0.01 -0.06
H 6.047 4.953 -3.420 -0.06 -0.05 -0.08
H 4.420 4.262 -3.225 0.09 0.01 0.06
O -0.395 4.379 2.355 -0.37 4.16 0.80
P 0.192 4.765 3.716 2.26 -8.57 1.53
O 1.671 4.033 3.515 -0.06 1.31 -0.34
C 2.418 4.209 2.319 0.42 -0.14 -0.27
C 3.515 5.235 2.521 0.05 0.11 0.08
O -0.545 3.568 4.589 -0.35 1.32 0.27
C -1.824 3.084 4.206 -0.17 -0.25 -0.14
C -1.673 1.772 3.461 0.14 -0.24 -0.09
O 0.763 5.309 5.235 -2.04 2.07 -2.10
C 1.563 6.479 5.290 0.46 0.45 0.27
C 0.970 7.637 4.515 -0.11 -0.01 0.06
H 1.789 4.502 1.475 -0.15 -0.11 0.13
H 2.867 3.242 2.075 -0.09 -0.03 0.07
H 3.088 6.232 2.660 0.03 0.01 -0.06
H 4.180 5.270 1.654 -0.05 0.00 0.05
H 4.107 5.005 3.411 -0.01 -0.06 -0.12
H -2.367 3.822 3.611 0.11 -0.13 -0.05
H -2.403 2.921 5.119 0.15 0.07 0.05
H -1.008 1.870 2.600 -0.14 0.15 0.02
H -2.643 1.403 3.115 -0.01 0.03 0.01
H -1.225 1.017 4.115 -0.07 0.06 0.03
H 2.575 6.247 4.951 -0.02 -0.05 -0.13
H 1.643 6.760 6.344 -0.13 -0.19 -0.01
H 0.917 7.413 3.444 0.10 -0.02 -0.08
H 1.577 8.536 4.645 -0.07 -0.05 -0.08
H -0.049 7.846 4.854 0.10 0.02 0.06
```
Positions in Å, forces in eV/Å.

Its LUMO energy is -5.5 eV. Its net charge is +1. The calculation puts the total energy at -7029.4698 hartree. Its spin multiplicity is 1. For the largest force on an atom, the calculation gives 9.11 eV/Å.

Results of the Mulliken charge analysis, in e, for atoms 1 through 5:
1. C -1.438
2. C 0.631
3. C -0.443
4. C -0.543
5. C -0.578

***

[2]
This record from OMol25 describes C27H51ClF8IN4O7P2 as an isolated structure at a distorted geometry. The level of theory is the ωB97M-V functional and the def2-TZVPD basis.

The geometry in XYZ format:
```
101
Properties=species:S:1:pos:R:3:forces:R:3
N 1.471 3.894 -0.301 0.30 -0.11 -0.12
C 2.276 2.834 0.330 -1.27 0.62 -0.51
C 2.324 1.649 -0.596 0.06 0.32 0.51
C 0.915 1.133 -0.765 0.46 -0.12 -0.41
N 0.749 -0.276 -1.263 1.56 2.48 -0.41
C 0.893 -1.183 -0.305 -0.60 0.06 1.02
N 0.340 -2.341 -0.437 -0.50 -1.25 -0.48
C -0.458 -2.828 -1.596 0.20 0.08 0.73
C -1.653 -2.019 -1.963 -0.27 0.12 -0.30
O -2.600 -1.911 -0.939 -0.01 -0.46 -0.04
C -2.848 -0.583 -0.597 -0.06 -0.31 0.38
C -4.162 -0.546 0.168 2.28 0.12 -0.11
F -5.143 -0.384 -0.683 -1.75 0.65 -1.29
F -4.323 -1.701 0.754 -0.59 -2.08 1.20
C -4.208 0.489 1.276 -0.43 0.99 -1.70
F -3.567 0.039 2.311 1.65 -0.77 1.85
F -5.469 0.627 1.610 -1.98 0.26 0.51
C -3.679 1.892 0.935 -1.23 -0.79 -0.55
F -2.370 1.898 0.965 2.54 -0.33 -0.45
F -4.073 2.677 1.896 -0.82 1.54 1.97
C -4.190 2.501 -0.364 1.23 -1.84 -0.19
F -5.428 2.812 -0.200 -2.93 0.67 0.23
F -3.490 3.579 -0.589 1.37 2.22 -0.41
N 1.586 -0.867 0.882 -0.13 -0.80 -0.51
I 0.504 -0.934 2.651 -0.19 0.15 -0.02
P 3.030 -1.780 1.091 -0.30 -0.50 -0.11
O 3.823 -1.224 2.140 1.51 1.20 2.15
P 1.622 -0.685 -2.773 -1.00 -1.16 -1.46
O 3.150 -0.976 -2.289 -0.28 0.75 0.32
Cl 1.695 1.075 -3.765 0.12 -0.19 0.51
H 0.505 3.802 -0.033 -0.29 0.09 0.03
H 1.775 4.789 0.038 0.01 0.38 0.02
H 1.812 2.571 1.271 0.20 -0.37 0.63
H 3.256 3.209 0.497 0.87 0.24 0.25
H 2.974 0.934 -0.143 0.43 -0.76 0.17
H 2.768 2.002 -1.504 0.15 -0.04 -0.64
H 0.396 1.766 -1.456 -0.41 0.25 -0.50
H 0.419 1.243 0.177 -0.55 -0.33 0.61
H 0.441 -2.979 0.333 0.03 -0.22 0.23
H -0.800 -3.807 -1.352 -0.04 -0.80 0.42
H 0.191 -2.925 -2.437 0.33 -0.13 -0.67
H -2.102 -2.529 -2.794 -0.26 -0.45 -0.54
H -1.389 -1.053 -2.327 0.32 0.80 -0.29
H -2.991 0.031 -1.472 0.22 0.39 -0.42
H -2.028 -0.240 0.013 0.32 0.56 0.30
H -4.085 1.863 -1.220 0.06 -0.65 -0.58
H 3.760 -1.786 -0.102 -0.70 -0.19 -0.45
H 2.620 -3.083 1.447 -0.26 -0.12 -0.66
H 3.165 -1.936 -2.199 0.49 -0.25 -0.25
C 2.064 -5.426 -5.325 -0.06 -0.06 -0.07
C 1.130 -4.605 -6.210 0.06 0.14 0.13
C -0.201 -4.767 -5.492 -0.07 -0.15 -0.07
O 0.105 -4.917 -4.094 0.13 0.15 0.00
C 1.509 -5.138 -3.939 -0.06 0.09 0.04
H 3.113 -5.158 -5.426 0.01 0.02 0.00
H 1.960 -6.487 -5.556 0.01 -0.02 0.03
H 1.436 -3.556 -6.204 -0.01 0.01 -0.03
H 1.095 -4.941 -7.244 -0.01 -0.03 -0.01
H -0.727 -5.666 -5.823 -0.01 0.01 -0.03
H -0.862 -3.911 -5.627 -0.02 0.01 0.08
H 1.958 -4.223 -3.517 0.08 -0.05 -0.02
H 1.671 -5.958 -3.238 -0.05 0.01 0.04
C 6.344 -0.982 4.395 0.09 -0.07 0.11
C 6.753 0.258 5.186 -0.06 0.05 -0.09
C 8.127 0.560 4.601 0.08 -0.13 0.04
O 8.093 0.117 3.241 -0.06 -0.04 0.04
C 6.923 -0.676 3.022 -0.03 0.18 -0.04
H 5.270 -1.156 4.369 -0.02 0.03 -0.05
H 6.824 -1.868 4.817 0.01 0.00 -0.01
H 6.065 1.079 4.973 0.00 0.01 0.01
H 6.776 0.106 6.263 0.02 -0.02 0.01
H 8.912 0.004 5.124 -0.02 0.04 0.07
H 8.376 1.620 4.629 0.03 0.01 -0.07
H 6.221 -0.093 2.418 -0.08 -0.07 0.00
H 7.195 -1.575 2.466 0.07 0.02 -0.02
C -3.790 4.102 -4.096 -0.02 0.04 -0.15
C -5.067 3.270 -4.198 0.16 -0.04 -0.01
C -4.652 2.185 -5.183 0.01 0.09 -0.12
O -3.244 1.979 -4.993 -0.02 0.03 0.15
C -2.711 3.031 -4.184 -0.13 -0.13 0.07
H -3.723 4.699 -3.189 0.00 -0.01 0.04
H -3.719 4.774 -4.953 0.03 0.02 0.00
H -5.302 2.830 -3.231 -0.09 -0.07 0.14
H -5.935 3.835 -4.530 -0.01 0.02 -0.02
H -4.814 2.502 -6.217 -0.06 0.01 0.00
H -5.180 1.244 -5.024 0.08 -0.03 -0.01
H -2.482 2.617 -3.191 0.06 0.10 0.04
H -1.785 3.396 -4.628 0.02 -0.05 -0.03
C -2.108 2.413 6.765 -0.07 -0.01 -0.15
C -3.376 1.586 6.959 0.07 -0.04 0.14
C -3.124 0.407 6.032 -0.02 -0.02 0.07
O -1.707 0.203 6.002 0.14 0.14 -0.08
C -1.054 1.328 6.613 0.04 -0.13 0.15
H -1.897 3.095 7.587 0.01 -0.02 0.03
H -2.180 3.000 5.847 0.00 0.03 -0.03
H -3.441 1.244 7.993 -0.02 -0.01 0.01
H -4.292 2.123 6.721 0.00 0.01 -0.03
H -3.458 0.623 5.020 -0.16 0.06 -0.23
H -3.612 -0.508 6.369 0.06 -0.05 0.00
H -0.669 1.012 7.587 0.04 0.04 0.00
H -0.212 1.637 5.992 0.00 -0.06 -0.03
```
Positions in Å, forces in eV/Å.

Its LUMO energy is -4.7 eV. Its net charge is +1. The calculation puts the total energy at -4044.3054 hartree. Its spin multiplicity is 1. For the largest force on an atom, the calculation gives 3.01 eV/Å.

Results of the Mulliken charge analysis, in e, for atoms 1 through 5:
1. N -0.543
2. C -1.077
3. C 0.195
4. C -1.855
5. N 0.888

***

no.,HOMO-LUMO gap (hartree)
1,0.1968
2,0.2222